Formula: C14H22FNO
Source: OMol25
Level of theory: ωB97M-V with the def2-TZVPD basis set

Output
DFT total energy	-776.51260	Ha
gap between HOMO and LUMO	9.2	eV
highest occupied orbital energy	-8.4	eV
energy relative to the best compared isomer or geometry (same formula, charge and spin)	0.00	kcal/mol
largest force on an atom	0.6	eV Å⁻¹

Atoms and positions in Å:
C (2.94395, 0.45766, 1.88025)
H (1.95672, 0.73559, 2.23893)
H (3.09288, 0.88749, 0.89360)
H (3.68975, 0.87764, 2.55050)
C (3.07252, -1.06656, 1.84692)
N (1.98586, -1.63789, 1.05818)
H (2.01581, -2.64576, 1.14470)
C (1.83630, -1.24486, -0.33514)
H (1.69937, -2.13574, -0.95557)
C (0.61376, -0.33693, -0.51829)
H (0.53804, -0.03940, -1.56488)
C (-0.66844, -1.04652, -0.09423)
C (-1.88007, -0.12471, -0.16266)
H (-2.76669, -0.63394, 0.24082)
O (-2.09699, 0.21632, -1.51935)
C (-3.08860, 1.08586, -1.83070)
C (-3.95942, 1.66819, -0.91360)
C (-4.93830, 2.54832, -1.34483)
C (-5.04229, 2.84028, -2.68906)
C (-4.19051, 2.27225, -3.62124)
C (-3.21772, 1.39799, -3.18746)
H (-2.53680, 0.93719, -3.88489)
H (-4.29580, 2.51812, -4.66583)
F (-5.99923, 3.70123, -3.10692)
H (-5.61697, 3.00488, -0.64179)
H (-3.88925, 1.44522, 0.13876)
H (-1.69404, 0.78253, 0.42823)
H (-0.84512, -1.90511, -0.74366)
H (-0.55087, -1.40226, 0.92962)
H (0.73990, 0.56200, 0.08497)
H (2.72307, -0.72161, -0.71055)
C (2.89996, -1.61095, 3.26983)
H (3.63259, -1.16841, 3.93931)
H (3.02782, -2.69135, 3.28538)
H (1.90333, -1.37777, 3.63474)
C (4.46625, -1.46254, 1.32640)
H (4.64036, -1.06545, 0.32893)
H (5.23869, -1.07446, 1.98520)
H (4.56019, -2.54655, 1.28539)

Cartesian forces (eV/Å) of the 2 atoms listed first:
C 0.0 -0.3 0.0
H -0.1 0.1 0.0